This record from the OMol25 dataset describes 13 unconnected molecules or ions with the total composition C45H122N6O13 at a distorted geometry. The level of theory is ωB97M-V with the def2-TZVPD basis set.

Properties
Multiplicity: 1
Total energy: -84196.2514 eV
Energy relative to the best compared isomer or geometry (same formula, charge and spin): 279.8 kJ/mol
E_LUMO: 0.4 eV

Geometry (Å):
C -0.3535 0.9972 4.9122
C 1.1713 0.8786 4.7474
C 1.8699 0.3464 5.9537
O 1.4857 0.1015 3.6085
H -0.7239 1.5156 5.8864
H -0.6581 -0.0422 4.9097
H -0.9012 1.4241 4.0493
H 1.4924 1.8967 4.5157
H 1.5275 -0.6310 6.2241
H 1.7923 1.0672 6.7984
H 2.9418 0.1286 5.7660
H 1.3399 -0.8488 3.6562
C 6.4320 -3.2774 0.6444
C 5.3419 -2.3583 0.2340
C 5.4969 -1.7069 -1.1807
O 4.1482 -3.1224 0.3079
H 7.3867 -2.7100 0.4478
H 6.3207 -4.1471 -0.0566
H 6.1998 -3.6462 1.6454
H 5.1635 -1.5188 0.8873
H 6.2899 -0.9686 -1.3597
H 4.5907 -1.2994 -1.5521
H 5.5718 -2.5279 -1.8508
H 3.4986 -2.6125 0.8335
C 1.6305 -1.6450 -4.0242
C 0.8230 -0.7514 -4.9809
C 1.1784 -0.8144 -6.4671
O -0.5439 -1.0431 -4.8790
H 1.4892 -2.6917 -4.3172
H 1.3344 -1.5380 -2.9883
H 2.7113 -1.4637 -4.0753
H 0.8890 0.3472 -4.7134
H 0.2251 -0.4957 -6.9781
H 1.5686 -1.7119 -6.8960
H 1.9083 -0.0607 -6.7715
H -1.0734 -0.4724 -5.4049
C 3.2556 1.7614 -2.2029
C 3.0160 3.2587 -2.5630
C 2.8100 3.6056 -4.0424
O 1.9193 3.6967 -1.7564
H 3.1443 1.7221 -1.0671
H 4.2970 1.4673 -2.5531
H 2.4673 1.0239 -2.6699
H 3.9213 3.7554 -2.2053
H 2.7945 4.6529 -4.3011
H 1.9732 3.0474 -4.4684
H 3.6927 3.2194 -4.5378
H 1.1295 3.3680 -2.2422
C -1.1077 3.8165 -4.8302
C -1.2382 2.8413 -3.6546
C -2.1571 1.7153 -4.1811
O 0.0332 2.2773 -3.2733
H -0.7481 4.8013 -4.5109
H -2.0306 3.8838 -5.3666
H -0.3678 3.3346 -5.4827
H -1.8627 3.2830 -2.8497
H -3.1937 2.0486 -4.3266
H -2.2238 0.8891 -3.4398
H -1.7273 1.2678 -5.0743
H -0.2058 1.4740 -2.7013
C 4.8846 1.0310 2.8622
C 3.7823 1.8937 2.2720
C 4.3771 2.9470 1.3083
O 2.8274 1.0938 1.4683
H 5.4070 0.3785 2.1036
H 4.3671 0.3509 3.5252
H 5.6622 1.5053 3.4522
H 3.2501 2.3319 3.0898
H 4.9713 2.4264 0.5237
H 4.9640 3.6550 1.9323
H 3.5331 3.3349 0.7241
H 2.2926 0.5586 2.0301
C -0.7810 -0.1006 0.7414
C 0.3074 0.0181 -0.3297
C 1.3003 -1.1421 -0.4430
O -0.3368 0.1535 -1.6232
H -1.1456 -1.1186 0.9178
H -1.6414 0.4959 0.3331
H -0.3899 0.3198 1.6672
H 1.0040 0.8813 -0.2219
H 0.8342 -2.0951 -0.7412
H 1.7095 -1.3198 0.5781
H 2.0873 -0.9644 -1.1570
H -0.9076 -0.6788 -1.7892
C 1.9923 -5.0928 -0.1589
C 0.6396 -5.6527 -0.6411
C -0.4705 -5.4210 0.3545
O 0.0035 -5.8854 1.5703
C -1.1010 -6.0085 2.4322
N 0.2618 -5.0243 -1.9545
H 2.0278 -3.9976 -0.1598
H 2.8257 -5.4098 -0.8196
H 2.2176 -5.4751 0.8750
H 0.7943 -6.7617 -0.7266
H -1.3536 -6.0088 0.0048
H -0.7080 -4.3768 0.2975
H -2.0003 -5.5259 2.0957
H -0.8209 -5.6884 3.4363
H -1.4016 -7.0329 2.6057
H 1.0089 -4.4670 -2.3206
H -0.0610 -5.7112 -2.6181
C -4.0761 -0.2066 4.1991
C -3.9029 0.7092 3.0115
C -5.0163 0.4638 2.0580
O -4.7811 1.0838 0.7730
C -5.7549 0.6358 -0.1514
N -3.8499 2.1144 3.4744
H -5.0156 -0.0481 4.7757
H -3.2272 -0.0606 4.9106
H -3.9440 -1.1943 3.8389
H -2.9021 0.3723 2.5923
H -5.9974 0.8618 2.4559
H -5.2898 -0.6134 1.9532
H -5.5440 1.2041 -1.0777
H -6.7747 0.7038 0.3394
H -5.6438 -0.4542 -0.2661
H -4.7920 2.3934 3.6945
H -3.5173 2.8142 2.7770
C 3.9412 -3.3550 4.3539
C 2.8593 -4.0747 3.5935
C 2.9327 -5.6044 3.6782
O 2.5111 -5.9884 4.9772
C 3.1032 -7.2137 5.3227
N 1.5912 -3.3774 3.8592
H 3.7487 -2.2606 4.2600
H 4.8946 -3.5435 3.8945
H 3.9254 -3.7340 5.4372
H 3.0507 -3.8630 2.5384
H 4.0200 -5.8622 3.4033
H 2.2508 -6.0103 2.9625
H 2.6132 -8.0315 4.7671
H 3.0181 -7.4868 6.3748
H 4.1415 -7.1128 5.1047
H 1.0799 -3.8570 4.5607
H 1.0515 -3.4538 2.9950
C -5.6656 4.5056 -0.6521
C -4.4129 5.4436 -0.6345
C -4.2004 6.3936 -1.7794
O -3.9347 5.6023 -2.8882
C -3.3778 6.3432 -3.9839
N -4.5429 6.1251 0.6944
H -5.6288 3.6808 0.0517
H -5.8418 4.0932 -1.6359
H -6.5098 5.0522 -0.3311
H -3.5823 4.7190 -0.6024
H -3.3190 6.9749 -1.6481
H -5.0337 7.1135 -2.0368
H -2.5417 6.9527 -3.6531
H -4.1203 6.9699 -4.4577
H -2.9642 5.6280 -4.6527
H -4.3778 5.4405 1.4040
H -3.8736 6.8613 0.8406
C 0.2681 6.2048 2.3807
C 0.5986 5.4056 1.1457
C -0.6976 5.1130 0.3793
O -1.5649 4.2427 1.0647
C -1.2781 2.9189 0.6904
N 1.4580 6.1649 0.2981
H 0.0452 7.2284 2.0094
H 1.0534 6.1534 3.1735
H -0.6031 5.7926 2.8454
H 1.0768 4.4292 1.3955
H -0.4279 4.7872 -0.6915
H -1.2355 6.0687 0.1914
H -0.2278 2.6582 0.8208
H -1.5998 2.7534 -0.3477
H -1.8288 2.2309 1.2896
H 1.6021 5.6512 -0.5437
H 2.3836 6.3174 0.7431
C -3.8874 -1.6840 -2.8564
C -3.0346 -2.7046 -2.0444
C -3.2676 -4.0811 -2.6459
O -4.5018 -4.5929 -2.1772
C -4.6538 -5.9256 -2.4131
N -1.6768 -2.2823 -2.2223
H -4.1919 -0.8476 -2.2166
H -4.8242 -2.0850 -3.2581
H -3.3478 -1.2904 -3.6855
H -3.3691 -2.7943 -0.9897
H -2.4468 -4.7269 -2.3014
H -3.2939 -4.1338 -3.7500
H -5.5850 -6.2340 -1.9242
H -3.8073 -6.5309 -2.0807
H -4.7762 -6.1886 -3.4467
H -1.0339 -2.9026 -1.7818
H -1.4713 -2.1908 -3.2555

Results of the Mulliken charge analysis, in e, for atoms 1 through 4: number 1, C, carries -1.164; number 2, C, carries 0.847; number 3, C, carries -1.557; number 4, O, carries -0.262

This record from the OMol25 dataset describes 20 unconnected molecules or ions with the total composition C45H125N5O20 at a distorted geometry. The level of theory is ωB97M-V with the def2-TZVPD basis set.

Properties
Multiplicity: 1
Total energy: -97090.2507 eV
Energy relative to the best compared isomer or geometry (same formula, charge and spin): 0.0 kJ/mol
E_LUMO: -0.1 eV

Geometry (Å):
C 1.5819 2.7373 -6.0589
C 0.0536 2.6018 -6.1475
C -0.3552 1.1484 -6.3323
C -0.2020 0.2829 -5.0874
C -0.9907 0.9199 -3.9507
C -0.7081 2.4213 -3.6965
N -0.6854 3.1067 -4.9878
O -0.4885 4.4970 -4.8138
C -1.9217 2.9427 -2.9076
C 0.5818 2.5822 -2.8769
C -0.4256 3.3737 -7.3839
H 1.9270 3.7090 -5.6961
H 2.0900 2.6400 -7.0205
H 1.9471 1.9830 -5.3623
H -1.3593 1.0874 -6.7600
H 0.3011 0.6878 -7.0831
H 0.8544 0.2252 -4.8216
H -0.5814 -0.7177 -5.2936
H -0.8928 0.3452 -3.0267
H -2.0304 0.8595 -4.2918
H -1.8266 2.8690 -1.8227
H -2.2005 3.9550 -3.1993
H -2.8203 2.3602 -3.1314
H 1.4865 2.4561 -3.4753
H 0.6168 3.6316 -2.5621
H 0.7346 1.9412 -2.0106
H -0.2290 2.7895 -8.2868
H 0.1340 4.3032 -7.4951
H -1.5025 3.5490 -7.3758
H -1.2747 4.8896 -5.2069
C 4.3494 -3.2639 1.4010
C 4.5787 -2.9652 2.8786
C 5.8104 -2.0734 3.1129
C 5.5904 -0.5938 2.7758
C 4.4396 -0.1210 3.6367
C 3.1376 -0.8436 3.2972
N 3.3883 -2.2750 3.4602
O 2.2226 -3.0653 3.3202
C 2.0864 -0.3481 4.2967
C 2.6805 -0.4590 1.8858
C 4.7301 -4.2401 3.7144
H 5.1885 -3.8830 1.0491
H 4.3573 -2.4237 0.7168
H 3.4694 -3.8969 1.2844
H 6.2529 -2.2256 4.0937
H 6.5134 -2.4268 2.3454
H 5.4066 -0.4484 1.7130
H 6.5056 -0.0809 3.0814
H 4.2641 0.9629 3.6451
H 4.6946 -0.2505 4.6968
H 2.4558 -0.4580 5.3175
H 1.8678 0.7028 4.0987
H 1.1562 -0.9120 4.2089
H 1.6074 -0.6087 1.7601
H 2.7443 0.6331 1.7955
H 3.2529 -0.8508 1.0568
H 3.9053 -4.9364 3.5764
H 4.7751 -3.9745 4.7697
H 5.6735 -4.7351 3.4639
H 1.7428 -2.9772 4.1637
C -1.6198 -2.2389 -0.7135
C -1.4727 -1.6066 0.6841
C -0.9842 -0.1711 0.4230
C -1.1357 0.7963 1.6011
C -2.5796 0.7172 2.0466
C -3.0742 -0.6632 2.4604
N -2.7518 -1.6067 1.3940
O -3.2771 -2.9055 1.6074
C -2.5342 -1.0871 3.8254
C -4.6126 -0.5448 2.5933
C -0.3882 -2.3560 1.4671
H -1.8925 -1.4665 -1.4333
H -2.3975 -3.0016 -0.7619
H -0.7007 -2.7382 -1.0156
H 0.0640 -0.1635 0.1007
H -1.4812 0.2920 -0.4369
H -0.9163 1.7797 1.1879
H -0.4806 0.5105 2.4282
H -3.1998 1.0867 1.2224
H -2.8303 1.4116 2.8565
H -2.9329 -0.4668 4.6291
H -2.8367 -2.1094 4.0709
H -1.4415 -1.0784 3.8594
H -5.0058 -1.4483 3.0645
H -4.9977 0.3795 3.0083
H -4.9850 -0.6743 1.5697
H -0.1881 -1.8714 2.4318
H 0.5516 -2.3471 0.9203
H -0.7008 -3.3255 1.8515
H -2.7690 -3.2664 2.3592
C 0.2260 4.9592 0.9218
C 1.6939 4.5497 1.1515
C 2.6328 5.3899 0.2960
C 2.9889 6.7504 0.8743
C 3.6205 6.5757 2.2457
C 2.6746 5.8411 3.2146
N 2.0728 4.6855 2.5578
O 1.2931 3.9000 3.4219
C 3.4470 5.3885 4.4506
C 1.5736 6.8307 3.6531
C 1.8571 3.0761 0.7176
H -0.0601 4.8834 -0.1293
H 0.1457 6.0286 1.1485
H -0.4999 4.4286 1.5372
H 3.5141 4.8102 0.0118
H 2.1645 5.6356 -0.6665
H 2.0974 7.3783 0.9376
H 3.6750 7.2959 0.2226
H 3.8991 7.5287 2.6985
H 4.5318 5.9715 2.1887
H 4.1221 6.1939 4.7506
H 2.7768 5.2151 5.2937
H 4.0161 4.4742 4.2901
H 1.9515 7.6819 4.2260
H 1.0303 7.2448 2.8027
H 0.8089 6.3644 4.2825
H 2.8169 2.7516 1.1138
H 1.7102 3.0655 -0.3598
H 1.0636 2.4874 1.1767
H 0.4168 4.3172 3.4322
C 4.3070 -2.2028 -2.2916
C 3.1552 -1.4404 -2.9516
C 3.6485 -0.4985 -4.0552
C 3.9420 -1.2131 -5.3950
C 2.7772 -2.0592 -5.8159
C 2.3113 -3.0678 -4.7415
N 2.1329 -2.3403 -3.4922
O 1.5912 -3.1831 -2.4921
C 1.0046 -3.6916 -5.2199
C 3.3541 -4.2126 -4.6694
C 2.4619 -0.5428 -1.8884
H 5.0449 -1.5168 -1.8673
H 4.8132 -2.8012 -3.0522
H 4.0007 -2.9072 -1.5197
H 2.8437 0.1985 -4.2917
H 4.5756 0.0203 -3.8151
H 4.8953 -1.7481 -5.3404
H 4.1474 -0.4332 -6.1367
H 3.0132 -2.6659 -6.6937
H 1.8829 -1.4628 -6.0144
H 1.0539 -4.1007 -6.2281
H 0.7963 -4.5360 -4.5502
H 0.0750 -3.1193 -5.1463
H 4.3554 -3.8007 -4.8131
H 3.3464 -4.7421 -3.7166
H 3.2094 -4.9339 -5.4749
H 2.2632 -1.1270 -0.9924
H 1.5529 -0.1441 -2.3390
H 3.1483 0.2810 -1.6819
H 0.6959 -2.8381 -2.4067
O 0.1771 -3.1010 5.1763
H -0.3110 -2.6693 5.8822
H -0.4965 -3.4896 4.5861
O -4.1578 -0.8092 -3.0144
H -4.3962 0.1266 -3.0080
H -4.6223 -1.1848 -3.7717
O -7.5581 -1.1355 -0.2414
H -7.8404 -0.7637 -1.0809
H -6.6662 -1.4948 -0.4071
O -2.2972 -2.7491 -3.9838
H -2.3681 -3.5878 -3.5113
H -2.5906 -2.0926 -3.3378
O -4.9781 -2.2138 -0.7351
H -4.3584 -2.3265 0.0054
H -4.5196 -1.5954 -1.3342
O -3.0300 -5.4015 0.3080
H -3.4088 -5.3522 -0.5843
H -2.5386 -4.5802 0.3872
O 0.6305 -5.4367 2.1932
H 1.1986 -4.6704 2.3921
H 1.0496 -5.8681 1.4435
O -5.7242 2.9351 2.6781
H -5.5109 2.8528 3.6104
H -6.5840 2.4950 2.5905
O -1.6562 -4.5732 3.6878
H -1.0000 -5.0734 3.1660
H -2.3259 -5.2150 3.9458
O -4.2673 -4.6112 -2.0822
H -4.7218 -3.8894 -1.6082
H -4.7479 -4.7217 -2.9082
O -7.8231 -1.8443 2.8506
H -7.8628 -2.7954 2.9922
H -8.2530 -1.7029 1.9943
O -4.5255 2.5378 -0.4183
H -4.1816 3.4357 -0.3868
H -4.8575 2.3782 0.4747
O -5.3703 -0.1073 6.1917
H -5.9711 0.1012 6.9159
H -5.0934 0.7519 5.8574
O -7.8796 1.0123 3.5325
H -7.7409 0.1274 3.1595
H -7.6874 0.9046 4.4687
O -7.2664 -2.3980 5.5782
H -6.8652 -2.0318 6.3686
H -6.7533 -2.0222 4.8540

Results of the Mulliken charge analysis, in e, for atoms 1 through 4: number 1, C, carries -1.426; number 2, C, carries 2.092; number 3, C, carries -1.907; number 4, C, carries 2.327

This record from the OMol25 dataset describes a molecular structure, C45H26HgN9 at a distorted geometry. The level of theory is ωB97M-V with the def2-TZVPD basis set.

Properties
Multiplicity: 2
Expectation value of S²: 0.82
Total energy: -64674.9277 eV
E_LUMO (alpha / beta): 4.3 / 4.0 eV
Charge: -2

Geometry (Å):
Hg -0.9583 0.4522 -0.1689
C -0.1115 6.9003 -0.7407
C -0.1951 6.8783 0.6542
C -0.6310 5.7433 1.3229
C -0.9970 4.6378 0.5721
C -1.4057 3.2793 0.9425
N -1.5463 2.8795 2.1967
C -1.7896 1.5989 2.5794
C -1.8465 1.1596 3.9555
C -1.6423 1.8103 5.1705
C -1.6418 1.0567 6.3300
C -1.8674 -0.3311 6.2950
C -2.1032 -0.9849 5.0997
C -2.0847 -0.2424 3.9203
C -2.1525 -0.6096 2.5245
N -2.3095 -1.8841 2.0796
C -2.1890 -2.2630 0.8177
N -1.9893 -1.4856 -0.2797
C -1.8147 -2.2564 -1.3872
N -1.6358 -1.8618 -2.6382
C -1.5272 -0.5681 -3.0356
N -1.5645 0.5456 -2.2665
C -1.3616 1.6634 -3.0048
N -1.2332 2.9393 -2.5617
C -1.2621 3.3092 -1.2908
N -1.5625 2.5550 -0.1987
C -0.9119 4.6586 -0.8352
C -0.4607 5.7902 -1.4963
C -1.2016 1.2607 -4.3854
C -0.9344 1.9580 -5.5611
C -0.7658 1.2417 -6.7322
C -0.8710 -0.1599 -6.7494
C -1.1443 -0.8657 -5.5916
C -1.3040 -0.1568 -4.4037
C -1.9030 -3.6643 -0.9869
C -1.6818 -4.8519 -1.6660
C -1.8172 -6.0437 -0.9684
C -2.1643 -6.0476 0.3849
C -2.3427 -4.8608 1.0801
C -2.1925 -3.6668 0.3926
N -1.9646 0.5133 1.7877
H 0.2439 7.7976 -1.2354
H 0.0948 7.7596 1.2155
H -0.6688 5.7002 2.4044
H -1.4720 2.8804 5.1866
H -1.4518 1.5360 7.2845
H -1.8537 -0.8909 7.2240
H -2.3001 -2.0504 5.0646
H -0.3729 5.7925 -2.5759
H -0.8540 3.0387 -5.5443
H -0.5439 1.7639 -7.6570
H -0.7324 -0.6914 -7.6848
H -1.2304 -1.9459 -5.5918
H -1.3924 -4.8401 -2.7096
H -1.6508 -6.9881 -1.4748
H -2.2727 -6.9958 0.9006
H -2.5787 -4.8566 2.1375
N 1.1603 0.4601 -0.1827
C 2.1051 -0.3059 0.1118
C 3.5353 0.1201 -0.1390
C 4.5749 -0.3122 0.6852
C 5.8694 0.1548 0.5010
C 6.1457 1.0517 -0.5205
C 5.1193 1.4771 -1.3553
C 3.8248 1.0229 -1.1592
C 1.9968 -1.6713 0.7533
C 2.4430 -2.7995 0.0684
C 2.3863 -4.0521 0.6605
C 1.8982 -4.1831 1.9532
C 1.4421 -3.0670 2.6381
C 1.4815 -1.8182 2.0357
H 4.3657 -1.0142 1.4829
H 6.6630 -0.1791 1.1605
H 7.1553 1.4211 -0.6634
H 5.3309 2.1754 -2.1574
H 3.0093 1.3599 -1.7874
H 2.8472 -2.6829 -0.9316
H 2.7299 -4.9275 0.1210
H 1.8667 -5.1621 2.4165
H 1.0367 -3.1629 3.6382
H 1.1307 -0.9413 2.5691

Results of the Mulliken charge analysis, in e, for atoms 1 through 4: number 1, Hg, carries 2.231; number 2, C, carries -0.482; number 3, C, carries -0.528; number 4, C, carries -0.136